Here is a 2-piece molecular cluster, C2H7NO2S overall in a non-equilibrium geometry from OMol25. Energies are from ωB97M-V/def2-TZVPD.

Computed properties:
LUMO level (alpha / beta) (eV): 0.643 / -3.906
Expectation value of S²: 2.008
Energy above the lowest of the compared OMol25 structures with the same formula, charge and spin (kcal/mol): 107.4
Frontier orbital gap (alpha / beta) (eV): 5.325 / 5.878
Multiplicity: 3
Strongest force on any atom (eV/Å): 5.95
Total charge: 0

CARTESIAN COORDINATES (ANGSTROEM)
1 C -2.735 -0.647 0.046
2 C -2.202 0.589 -0.083
3 N 3.253 -0.873 0.135
4 O 2.187 1.503 -0.093
5 O 0.932 -0.602 -0.456
6 S 1.986 -0.043 0.293
7 H 1.801 1.752 -0.938
8 H -3.356 -0.991 0.835
9 H -2.807 -1.461 -0.631
10 H -2.049 1.374 0.745
11 H -1.732 0.907 -0.971
12 H 3.141 -1.636 -0.555
13 H 1.582 0.127 1.673

Here is a 3-piece molecular cluster, C2H7NO2S2 overall in a non-equilibrium geometry from OMol25. Energies are from ωB97M-V/def2-TZVPD.

Computed properties:
LUMO level (eV): -0.216
Energy above the lowest of the compared OMol25 structures with the same formula, charge and spin (kcal/mol): 61.3
Frontier orbital gap (eV): 8.735
Strongest force on any atom (eV/Å): 3.35
Total charge: 0

CARTESIAN COORDINATES (ANGSTROEM)
1 C 2.769 -2.453 0.473
2 C -2.592 2.618 -0.590
3 N 1.541 -2.717 0.758
4 O -0.378 -0.647 -1.209
5 O 1.211 0.025 0.467
6 S -1.629 2.223 0.917
7 S 0.072 -0.817 0.153
8 H 2.974 -1.451 0.219
9 H 3.573 -3.118 0.224
10 H -0.443 1.712 0.503
11 H -2.096 3.348 -1.372
12 H -3.491 3.087 -0.293
13 H -2.958 1.866 -1.239
14 H 1.449 -3.676 0.988

Here is a 2-piece molecular cluster, C2H7NO3 overall in a non-equilibrium geometry from OMol25. Energies are from ωB97M-V/def2-TZVPD.

Computed properties:
SMILES: NCC(=O)O.O
LUMO level (eV): 0.578
Energy above the lowest of the compared OMol25 structures with the same formula, charge and spin (kcal/mol): 14.5
Frontier orbital gap (eV): 10.943
Strongest force on any atom (eV/Å): 1.14
Total charge: 0

CARTESIAN COORDINATES (ANGSTROEM)
1 N -0.582 1.137 -0.916
2 C 0.814 0.719 -0.778
3 C 1.046 -0.181 0.428
4 O 1.411 0.232 1.494
5 O 1.059 -1.494 0.115
6 H -0.724 1.971 -0.352
7 H -0.721 1.468 -1.865
8 H 1.208 0.225 -1.661
9 H 1.487 1.548 -0.540
10 H 1.384 -1.942 0.915
11 O -2.989 -0.339 -0.026
12 H -2.152 -0.167 -0.480
13 H -3.323 -1.180 -0.352

Here is a 2-piece molecular cluster, C2H7NO3 overall in a non-equilibrium geometry from OMol25. Energies are from ωB97M-V/def2-TZVPD.

Computed properties:
SMILES: CNC(=O)O.O
LUMO level (eV): 0.448
Energy above the lowest of the compared OMol25 structures with the same formula, charge and spin (kcal/mol): 19.8
Frontier orbital gap (eV): 10.800
Strongest force on any atom (eV/Å): 4.12
Total charge: 0

CARTESIAN COORDINATES (ANGSTROEM)
1 C -2.253 0.531 -1.506
2 N -1.486 0.401 -0.217
3 C -0.161 -0.019 -0.167
4 O 0.481 -0.026 0.837
5 O 0.488 -0.280 -1.406
6 H -3.081 -0.252 -1.550
7 H -2.773 1.498 -1.560
8 H -1.626 0.552 -2.438
9 H -2.089 0.327 0.560
10 H 1.384 -0.719 -1.346
11 O 2.589 -0.514 2.349
12 H 1.729 -0.768 2.073
13 H 2.880 0.041 1.576

Here is an isolated ion of composition C2H7NO3PS and charge -1 in a non-equilibrium geometry from OMol25. Energies are from ωB97M-V/def2-TZVPD.

Computed properties:
LUMO level (eV): 3.805
Energy above the lowest of the compared OMol25 structures with the same formula, charge and spin (kcal/mol): 64.4
Frontier orbital gap (eV): 8.504
Strongest force on any atom (eV/Å): 3.46
Total charge: -1

CARTESIAN COORDINATES (ANGSTROEM)
1 C 1.457 1.115 0.883
2 C 0.533 -1.426 -0.300
3 N 0.223 1.006 -1.753
4 O -2.496 -1.513 0.564
5 O -1.173 0.769 0.434
6 O -3.686 0.660 0.541
7 P 0.121 0.434 -0.326
8 S -2.723 -0.210 -0.094
9 H 1.285 0.810 1.868
10 H 2.554 0.932 0.698
11 H 1.290 2.159 0.914
12 H 1.534 -1.612 -0.521
13 H 0.203 -1.964 0.626
14 H -0.026 -1.861 -1.144
15 H 0.904 0.700 -2.391

Here is an isolated molecule of C2H7NOS in a non-equilibrium geometry from OMol25. Energies are from ωB97M-V/def2-TZVPD.

Computed properties:
SMILES: C[C@@H](O)SN
LUMO level (eV): 0.676
Energy above the lowest of the compared OMol25 structures with the same formula, charge and spin (kcal/mol): 60.2
Frontier orbital gap (eV): 9.517
Strongest force on any atom (eV/Å): 4.52
Total charge: 0

CARTESIAN COORDINATES (ANGSTROEM)
1 C -1.203 -0.670 0.198
2 C -0.391 0.486 -0.347
3 O -1.430 1.842 -0.168
4 S 1.090 1.281 0.391
5 N 2.169 0.266 -0.330
6 H -0.856 -1.617 -0.362
7 H -1.130 -0.604 1.334
8 H -2.237 -0.278 -0.169
9 H -0.278 0.401 -1.477
10 H -1.702 2.020 -1.047
11 H 2.823 0.853 -0.845
12 H 2.604 -0.304 0.280

Here is C2H7NOS as an isolated structure in a non-equilibrium geometry from OMol25. Energies are from ωB97M-V/def2-TZVPD.

Computed properties:
LUMO level (eV): -0.427
Energy above the lowest of the compared OMol25 structures with the same formula, charge and spin (kcal/mol): 95.0
Frontier orbital gap (eV): 9.962
Strongest force on any atom (eV/Å): 5.07
Total charge: 0

CARTESIAN COORDINATES (ANGSTROEM)
1 C 1.022 -0.657 -1.598
2 C 1.759 -1.598 -1.044
3 N -0.036 1.052 1.547
4 O -1.734 -0.653 2.246
5 S -1.256 0.238 1.189
6 H -3.017 2.309 1.360
7 H 1.129 0.435 -1.581
8 H 0.220 -1.052 -2.307
9 H 2.493 -1.356 -0.388
10 H 1.673 -2.674 -1.214
11 H 0.365 1.798 1.126
12 H -2.618 2.158 0.665

Here is a 2-piece molecular cluster, C2H7NOS overall in a non-equilibrium geometry from OMol25. Energies are from ωB97M-V/def2-TZVPD.

Computed properties:
SMILES: NC=O.CS
LUMO level (eV): 0.747
Energy above the lowest of the compared OMol25 structures with the same formula, charge and spin (kcal/mol): 18.0
Frontier orbital gap (eV): 9.665
Strongest force on any atom (eV/Å): 1.54
Total charge: 0

CARTESIAN COORDINATES (ANGSTROEM)
1 N 2.328 0.900 1.240
2 C 2.182 0.069 0.130
3 O 1.626 -1.002 0.276
4 H 2.520 1.889 1.134
5 H 1.587 0.658 1.926
6 H 2.511 0.327 -0.896
7 C -2.362 -1.054 -0.949
8 S -1.585 0.524 -0.359
9 H -3.026 -0.830 -1.734
10 H -2.876 -1.634 -0.157
11 H -1.549 -1.622 -1.442
12 H -2.026 0.460 0.935